The following is a DFT calculation (ωB97M-V/def2-TZVPD) of a structure of composition C5H11O3Sr.

As for the orbital gap (spin up / spin down): 4.70 / 6.26 eV. The LUMO energy (spin up / spin down) is 0.0088 / -0.0045 Eh. As for the expectation value of S²: 0.75.

```
! RIJCOSX wB97M-V def2-TZVPD def2/J DEFGRID3
* xyz 0 2
C 1.180 -0.930 -0.062
O 0.099 -0.502 0.804
C -0.425 0.776 0.573
C -0.878 1.012 -0.861
O -1.694 -0.064 -1.309
C -3.060 -0.001 -0.927
H 1.711 -1.847 0.232
H 1.725 -0.068 -0.496
H 0.328 1.550 0.807
H -1.281 0.850 1.259
H -0.036 1.070 -1.563
H -1.408 1.973 -0.925
H -3.161 -0.296 0.127
H -3.450 1.018 -1.060
H -3.623 -0.680 -1.579
Sr -0.510 -2.136 -1.571
O 3.483 -1.355 2.421
C 3.504 -0.455 1.570
H 4.195 -0.515 0.700
H 3.301 0.600 1.859
*
```

Results of the Mulliken charge analysis, in e, for atoms 1 through 2: number 1, C, carries -1.584; number 2, O, carries -0.253

***

The following is a DFT calculation (ωB97M-V/def2-TZVPD) of a cluster of 2 separate species, C5H11O4P in total.

As for the orbital gap: 9.77 eV. The LUMO energy is -0.0030 Eh. The SMILES is C[C@@H](O)CC=O.COP=O.

```
! RIJCOSX wB97M-V def2-TZVPD def2/J DEFGRID3
* xyz 0 1
C 2.399 -0.572 -1.307
C 1.933 0.639 -0.514
O 1.169 1.299 -1.487
C 1.147 0.162 0.775
C 0.432 1.266 1.405
O 0.579 2.421 1.090
H 1.620 -0.956 -1.890
H 2.623 -1.322 -0.707
H 3.175 -0.365 -1.884
H 2.539 1.421 -0.048
H 0.933 2.097 -0.962
H 0.457 -0.530 0.543
H 1.715 -0.421 1.548
H -0.227 0.877 2.291
C -3.118 -1.668 0.513
O -2.030 -0.755 0.235
P -2.144 0.808 -0.439
O -3.520 0.935 -0.806
H -2.805 -2.484 -0.098
H -3.944 -1.137 0.131
H -2.932 -1.715 1.612
*
```

Results of the Mulliken charge analysis, in e, for atoms 1 through 2: number 1, C, carries -1.920; number 2, C, carries 0.560

***

Going through the records in order, we get relative energy (zero: lowest compared OMol25 entry of this formula, charge and spin) values of 15.5 354.8 kJ/mol.
Going through the records in order, we get E values of -453.3400 -839.3691 a.u..